Formula: C9H23N2O2P
Source: OMol25
Level of theory: ωB97M-V/def2-TZVPD

XYZ file:
```
37
Properties=species:S:1:pos:R:3
C 1.167 0.851 -2.409
C 2.862 -0.640 1.074
C -2.757 -1.053 1.584
C -1.578 -0.968 -1.500
C 1.796 1.344 -1.187
C 2.202 0.757 1.056
C -1.250 -1.105 1.734
C -0.545 -1.527 -0.521
C -0.144 0.868 0.364
N 1.239 0.842 -0.001
N -0.363 -0.745 0.692
O 0.125 3.362 1.607
O -1.936 1.930 1.860
P -0.334 1.994 1.828
H 0.992 -0.200 -2.338
H 0.192 1.250 -2.600
H 1.818 1.063 -3.257
H 3.405 -0.925 0.126
H 3.583 -0.716 1.949
H 2.097 -1.374 1.357
H -3.352 -1.627 2.249
H -3.199 -0.095 1.377
H -2.851 -1.738 0.712
H -2.013 0.016 -1.229
H -1.130 -0.760 -2.427
H -2.324 -1.789 -1.615
H 2.922 1.027 -1.337
H 1.621 2.409 -1.144
H 1.552 1.034 1.973
H 2.905 1.554 1.030
H -0.989 -2.089 1.963
H -0.952 -0.508 2.600
H 0.460 -1.575 -1.009
H -0.644 -2.504 -0.033
H -0.885 1.349 -0.389
H -2.379 2.764 2.004
H 0.073 1.550 3.207
```

Summary:
Net charge   0
DFT total energy   -26067.9126 eV
F_max   0.077 Eh/bohr
ΔE to the lowest compared entry with this formula, charge and spin   0.864 eV
SMILES string   CCN(CC)C(N(CC)CC)[P@@H](=O)O

Formula: C4H13NO3
Source: OMol25
Level of theory: ωB97M-V/def2-TZVPD

XYZ file:
```
21
Properties=species:S:1:pos:R:3
C -2.080 1.521 -0.881
C -1.182 0.532 -0.139
C -0.669 1.077 1.160
C 0.562 0.283 1.671
N 1.817 0.786 1.443
O 0.393 -0.797 2.071
H -1.956 2.624 -0.574
H -3.186 1.275 -0.721
H -1.592 1.397 -1.867
H -1.630 -0.505 0.035
H -0.353 0.215 -0.799
H -0.467 2.098 1.029
H -1.508 1.039 1.906
H 2.086 1.566 0.807
H 2.618 0.324 1.858
H 0.464 -1.860 -3.031
H 1.374 -0.960 -2.422
O 1.182 -1.296 -3.278
H 0.844 -3.759 0.499
H 1.721 -2.433 0.930
O 1.563 -3.126 0.301
```

Summary:
Net charge   0
DFT total energy   -11990.9713 eV
F_max   0.098 Eh/bohr
ΔE to the lowest compared entry with this formula, charge and spin   1.500 eV
SMILES string   CCCC(N)=O.O.O